Record 1
Here is a molecular structure, C50H49LuN13O2S3 from OMol25. Energies are from wB97M-V/def2-TZVPD.

## Properties
Orbital gap in eV: 6.447
LUMO in eV: 1.96
Total charge: -1

Each line ends with the Mulliken charge.
Element x y z (Å)
Lu1 -0.44 0.20 0.77  1.861
C1 -3.47 -2.94 2.50  -1.007
C2 -3.70 -1.67 3.31  -1.317
C3 -3.60 -0.35 2.53  -0.621
N1 -2.28 0.28 2.56  0.557
C4 -2.20 1.53 2.86  1.118
C5 -3.31 2.43 3.27  -1.173
C6 -3.23 3.31 4.27  -0.879
C7 -2.09 3.59 5.15  -0.710
C8 -0.80 3.61 4.81  -1.118
C9 -0.26 3.33 3.44  1.152
C10 -0.90 2.24 2.55  0.485
N2 -1.16 2.42 1.17  0.383
C11 -1.74 3.61 0.64  -1.308
C12 -2.75 3.25 -0.43  -1.335
C13 -2.16 2.32 -1.49  -0.714
N3 -2.04 0.95 -0.99  0.264
C14 -2.56 0.00 -1.72  0.218
C15 -2.78 0.09 -3.13  -0.605
C16 -3.58 -0.63 -3.99  -0.783
C17 -4.52 -1.61 -3.70  -0.744
C18 -4.70 -2.17 -2.45  -0.917
C19 -3.94 -2.06 -1.30  -0.610
C20 -2.78 -1.29 -0.99  0.866
N4 -1.95 -1.55 -0.01  0.727
C21 -1.88 -2.93 0.46  -2.135
C22 -2.04 -3.11 1.96  1.132
H1 -4.19 -2.97 1.67  0.175
H2 -3.72 -3.79 3.14  0.452
H3 -2.98 -1.63 4.13  0.244
H4 -4.69 -1.71 3.77  0.479
H5 -4.36 0.32 2.94  0.796
H6 -3.86 -0.53 1.48  0.179
H7 -4.25 2.35 2.73  0.417
H8 -4.14 3.87 4.49  0.414
H9 -2.34 3.88 6.17  0.414
H10 -0.07 3.88 5.56  0.417
H11 -0.10 4.27 2.90  0.529
H12 -0.98 4.28 0.19  0.297
H13 -2.24 4.21 1.42  0.621
H14 -3.12 4.16 -0.93  0.519
H15 -3.61 2.74 0.02  0.142
H16 -1.19 2.72 -1.79  -0.356
H17 -2.81 2.34 -2.37  0.981
H18 -2.18 0.86 -3.60  0.294
H19 -3.49 -0.35 -5.03  0.382
H20 -5.15 -1.97 -4.51  0.337
H21 -5.54 -2.86 -2.36  0.361
H22 -4.28 -2.67 -0.47  0.186
H23 -0.89 -3.30 0.16  0.319
H24 -2.59 -3.56 -0.06  0.721
H25 -1.40 -2.40 2.47  -1.030
H26 -1.66 -4.10 2.21  0.697
O1 6.33 -3.48 1.36  -0.506
C23 6.13 -2.47 0.39  -0.570
C24 4.71 -1.98 0.44  0.073
C25 4.23 -1.13 -0.53  -1.725
C26 2.94 -0.65 -0.43  -0.364
N5 2.11 -0.94 0.57  1.058
C27 2.57 -1.80 1.49  0.527
C28 3.85 -2.33 1.47  -0.788
C29 1.66 -2.13 2.62  -0.131
C30 1.89 -3.22 3.45  -0.557
C31 1.12 -3.37 4.59  0.075
C32 1.32 -4.56 5.50  -0.727
O2 1.53 -5.77 4.79  -0.528
C33 0.17 -2.40 4.87  -1.131
C34 -0.03 -1.39 3.95  -0.681
N6 0.66 -1.28 2.82  1.023
H27 7.27 -3.70 1.38  0.303
H28 6.33 -2.85 -0.62  0.319
H29 6.79 -1.62 0.57  0.301
H30 4.84 -0.84 -1.38  0.488
H31 2.55 -0.01 -1.20  0.431
H32 4.20 -2.97 2.26  0.532
H33 2.65 -3.95 3.21  0.710
H34 0.46 -4.64 6.18  0.340
H35 2.21 -4.41 6.11  0.313
H36 0.84 -5.84 4.12  0.335
H37 -0.43 -2.45 5.77  0.418
H38 -0.80 -0.64 4.10  0.297
C35 1.64 3.19 -3.84  -0.889
N7 1.54 2.79 -2.44  0.345
C36 2.03 3.47 -1.34  -1.351
C37 1.70 2.72 -0.26  -0.311
N8 1.01 1.60 -0.68  1.535
C38 0.93 1.68 -1.99  -0.803
H39 1.88 4.25 -3.88  0.382
H40 0.69 3.02 -4.34  0.323
H41 2.41 2.62 -4.35  0.175
H42 2.56 4.40 -1.43  0.454
H43 1.90 2.90 0.79  0.208
H44 0.48 0.93 -2.63  -0.143
N9 0.34 1.44 2.65  -0.028
C39 0.91 2.38 3.35  -0.733
C40 2.23 2.49 3.81  0.676
C41 2.64 3.66 4.51  -0.332
N10 2.96 4.62 5.06  -0.763
C42 3.16 1.43 3.55  0.147
N11 3.91 0.58 3.33  -0.717
S1 -0.92 -1.83 -7.57  -0.419
C43 -0.17 -1.59 -6.09  0.330
S2 -0.72 -2.43 -4.68  -0.106
C44 0.43 -1.61 -3.66  -0.065
N12 1.18 -0.78 -4.33  -0.659
N13 0.84 -0.78 -5.69  0.352
C45 1.64 0.11 -6.47  0.347
C46 2.46 1.02 -5.79  -0.496
C47 3.26 1.91 -6.49  -0.708
C48 3.26 1.92 -7.87  -0.561
C49 2.47 1.01 -8.55  -0.720
C50 1.66 0.10 -7.86  -0.491
S3 0.48 -1.89 -1.97  -0.111
H45 2.47 1.00 -4.71  1.241
H46 3.88 2.60 -5.93  0.330
H47 3.89 2.61 -8.42  0.370
H48 2.46 0.98 -9.63  0.364
H49 1.05 -0.60 -8.40  0.220



Record 2
Here is a molecular structure, C50H50As2FeI2N3OSe in a non-equilibrium geometry from OMol25. Energies are from wB97M-V/def2-TZVPD.

## Properties
Orbital gap (spin up / spin down) in eV: 7.141 / 5.312
ΔE to the lowest compared entry with this formula, charge and spin in kcal/mol: 1.8
LUMO (spin up / spin down) in eV: -5.45 / -7.65
Total charge: +2
Expectation value of S²: 8.793
2S+1: 6

Each line ends with the Mulliken spin population.
Element x y z (Å)
Fe1 0.21 -0.96 0.02  3.401
C1 3.32 -1.07 1.87  -0.007
C2 2.47 -1.97 2.76  0.007
As1 0.55 -1.60 2.53  0.141
C3 -0.35 -3.31 2.54  -0.029
C4 0.28 -4.51 2.87  -0.001
C5 -0.46 -5.68 2.92  -0.002
C6 -1.83 -5.66 2.67  0.002
C7 -2.45 -4.46 2.34  0.003
C8 -1.71 -3.29 2.27  0.012
C9 0.11 -0.82 4.24  0.011
C10 -0.98 -1.26 4.98  0.002
C11 -1.24 -0.68 6.21  -0.001
C12 -0.42 0.31 6.71  0.003
C13 0.68 0.74 5.97  -0.001
C14 0.94 0.18 4.73  0.005
As2 2.82 -1.30 0.00  0.032
C15 3.23 -3.17 -0.27  0.016
C16 4.35 -3.75 0.33  -0.011
C17 4.62 -5.09 0.13  0.000
C18 3.79 -5.86 -0.68  0.000
C19 2.69 -5.28 -1.29  0.003
C20 2.41 -3.94 -1.08  0.001
C21 4.21 -0.38 -0.96  0.010
C22 4.59 0.90 -0.57  0.001
C23 5.59 1.56 -1.26  -0.002
C24 6.20 0.96 -2.35  0.004
C25 5.81 -0.31 -2.75  -0.001
C26 4.82 -0.99 -2.06  0.003
H1 4.39 -1.26 1.99  -0.001
H2 3.16 -0.01 2.12  -0.004
H3 2.69 -1.82 3.82  0.001
H4 2.64 -3.02 2.51  0.000
H5 1.33 -4.54 3.09  0.000
H6 0.03 -6.61 3.17  0.000
H7 -2.40 -6.57 2.74  0.000
H8 -3.51 -4.44 2.15  0.001
H9 -2.22 -2.36 2.00  -0.003
H10 -1.63 -2.05 4.61  0.000
H11 -2.09 -1.02 6.79  0.000
H12 -0.62 0.75 7.68  0.000
H13 1.32 1.52 6.36  0.000
H14 1.79 0.53 4.16  0.001
H15 5.02 -3.16 0.94  0.000
H16 5.49 -5.54 0.59  0.000
H17 4.01 -6.90 -0.84  0.000
H18 2.04 -5.87 -1.92  0.000
H19 1.54 -3.49 -1.55  0.026
H20 4.12 1.39 0.28  -0.001
H21 5.90 2.55 -0.95  0.000
H22 6.98 1.48 -2.89  0.000
H23 6.29 -0.78 -3.59  0.000
H24 4.54 -1.99 -2.36  0.000
I1 -2.60 -5.02 -1.68  0.061
C27 -1.72 -3.56 -2.81  0.162
C28 -1.88 -3.53 -4.19  -0.087
C29 -1.25 -2.57 -4.98  0.261
I2 -1.57 -2.64 -7.00  0.083
C30 -0.40 -1.57 -4.39  -0.028
C31 0.33 -0.60 -5.10  0.050
C32 1.14 0.27 -4.42  -0.009
C33 1.22 0.18 -3.02  0.004
N1 0.54 -0.71 -2.33  0.042
C34 -0.25 -1.58 -3.00  0.052
C35 -0.92 -2.56 -2.15  0.192
O1 -0.76 -2.52 -0.90  0.323
H25 -2.49 -4.28 -4.66  0.004
H26 0.25 -0.56 -6.18  0.008
H27 1.72 1.01 -4.94  0.001
H28 1.86 0.85 -2.46  0.001
C36 -1.19 2.89 3.31  0.007
C37 -1.66 3.97 2.35  0.005
C38 -0.51 4.65 1.62  -0.003
C39 0.14 3.79 0.53  0.008
N2 -0.77 3.59 -0.59  0.004
C40 -1.47 2.48 -0.90  0.059
Se1 -1.40 0.82 -0.05  0.182
N3 -2.29 2.75 -1.94  -0.004
C41 -3.28 1.87 -2.55  -0.004
C42 -4.69 2.21 -2.10  -0.003
C43 -4.93 2.05 -0.60  0.006
C44 -6.36 2.36 -0.21  0.001
C45 -2.11 4.08 -2.31  0.003
C46 -2.70 4.84 -3.32  0.000
C47 -2.27 6.15 -3.43  0.001
C48 -1.29 6.68 -2.57  0.001
C49 -0.71 5.93 -1.57  0.001
C50 -1.15 4.61 -1.46  0.000
H29 -2.02 2.44 3.85  0.000
H30 -0.50 3.31 4.05  0.000
H31 -0.67 2.08 2.79  -0.002
H32 -2.23 4.72 2.89  0.000
H33 -2.36 3.54 1.63  -0.001
H34 0.27 4.92 2.33  0.000
H35 -0.85 5.58 1.17  0.000
H36 0.43 2.80 0.89  -0.001
H37 1.03 4.28 0.13  0.000
H38 -3.01 0.85 -2.27  0.002
H39 -3.17 1.97 -3.63  0.001
H40 -5.38 1.56 -2.66  0.000
H41 -4.94 3.23 -2.40  0.000
H42 -4.25 2.71 -0.05  -0.002
H43 -4.66 1.03 -0.30  -0.003
H44 -6.64 3.37 -0.49  0.000
H45 -6.52 2.26 0.86  0.000
H46 -7.06 1.68 -0.71  0.000
H47 -3.45 4.44 -3.97  0.000
H48 -2.70 6.78 -4.19  0.000
H49 -0.99 7.71 -2.70  0.000
H50 0.04 6.34 -0.92  0.000



Record 3
Here is a molecular structure, C50H50AsClIrN3O3SeTe in a non-equilibrium geometry from OMol25. Energies are from wB97M-V/def2-TZVPD.

## Properties
Orbital gap in eV: 6.502
ΔE to the lowest compared entry with this formula, charge and spin in kcal/mol: 25.5
LUMO in eV: -6.38
Total charge: +2

Each line ends with the Mulliken charge.
Element x y z (Å)
Ir1 0.11 -1.04 1.67  1.914
C1 -1.05 1.37 5.71  -0.783
N1 -0.17 0.20 5.84  0.486
C2 0.77 0.03 6.83  -0.495
C3 1.36 -1.17 6.61  -0.551
N2 0.76 -1.72 5.50  0.479
C4 1.07 -3.03 4.96  -0.838
C5 -0.18 -0.87 5.04  -0.721
Se1 -1.40 -1.13 3.62  -0.103
H1 -0.84 2.03 6.54  0.287
H2 -2.09 1.05 5.75  0.364
H3 -0.85 1.87 4.77  0.314
H4 0.94 0.77 7.59  0.494
H5 2.14 -1.68 7.16  0.546
H6 1.21 -3.73 5.78  0.419
H7 1.98 -2.99 4.36  0.211
H8 0.24 -3.36 4.35  0.302
Cl1 5.73 0.75 4.97  -0.172
C6 4.22 1.07 4.21  -0.029
C7 3.32 0.03 4.01  -1.308
C8 2.12 0.33 3.38  1.631
C9 1.81 1.61 2.96  1.178
C10 2.71 2.64 3.20  -0.638
C11 3.91 2.38 3.82  -0.858
C12 0.54 1.89 2.22  0.229
O1 0.08 2.99 2.09  -0.681
O2 -0.08 0.87 1.61  -0.287
H9 3.58 -0.97 4.32  0.513
H10 1.36 -0.45 3.26  -1.062
H11 2.45 3.65 2.90  0.590
H12 4.63 3.17 4.01  0.519
C13 6.33 -1.65 2.08  -0.534
C14 6.04 -0.44 1.47  -0.901
C15 4.79 -0.21 0.92  -0.090
C16 3.83 -1.21 0.98  0.730
C17 4.11 -2.43 1.60  -0.574
C18 5.37 -2.65 2.15  -0.852
As1 2.10 -0.99 0.18  1.050
C19 2.26 0.48 -1.06  0.320
C20 2.41 1.83 -0.77  0.163
C21 2.65 2.71 -1.81  -0.844
C22 2.73 2.24 -3.12  -1.148
C23 2.56 0.89 -3.40  -0.340
C24 2.32 -0.01 -2.37  -0.344
C25 2.17 -1.47 -2.52  0.137
C26 2.16 -2.17 -3.72  -0.394
C27 2.05 -3.55 -3.71  -1.123
C28 1.93 -4.25 -2.52  -0.832
C29 1.92 -3.57 -1.31  -1.076
C30 2.04 -2.19 -1.32  0.775
H13 7.32 -1.83 2.48  0.447
H14 6.80 0.34 1.42  0.478
H15 4.57 0.74 0.45  0.503
H16 3.36 -3.21 1.66  0.405
H17 5.59 -3.60 2.62  0.457
H18 2.35 2.19 0.25  0.248
H19 2.78 3.77 -1.60  0.473
H20 2.93 2.93 -3.92  0.431
H21 2.63 0.55 -4.42  0.506
H22 2.25 -1.64 -4.66  0.549
H23 2.05 -4.09 -4.65  0.466
H24 1.86 -5.33 -2.53  0.467
H25 1.83 -4.12 -0.38  0.453
C31 -3.39 -2.72 1.62  -1.737
C32 -2.77 -1.57 0.90  0.934
O3 -3.62 -0.75 0.31  -0.832
N3 -1.53 -1.32 0.65  -0.613
Te1 -2.33 0.61 -0.55  0.620
C33 -3.98 1.63 -1.34  0.479
C34 -4.84 1.16 -2.35  1.281
C35 -4.91 -0.29 -2.76  -1.419
C36 -5.69 2.06 -2.97  -0.873
C37 -5.73 3.40 -2.62  0.491
C38 -6.64 4.37 -3.32  -1.618
C39 -4.92 3.83 -1.57  -0.857
C40 -4.04 2.98 -0.92  0.982
C41 -3.21 3.54 0.21  -1.997
C42 -1.65 -0.22 -2.37  2.848
C43 -1.75 -1.55 -2.80  0.221
C44 -2.40 -2.68 -2.04  -1.842
C45 -1.23 -1.86 -4.05  -0.842
C46 -0.66 -0.91 -4.89  -0.394
C47 -0.20 -1.26 -6.27  -1.890
C48 -0.57 0.40 -4.42  -0.564
C49 -1.04 0.76 -3.16  0.849
C50 -0.92 2.21 -2.75  -2.759
H26 -4.18 -3.14 0.99  0.465
H27 -3.86 -2.38 2.54  0.457
H28 -2.65 -3.48 1.85  0.270
H29 -4.81 -0.95 -1.90  0.075
H30 -4.14 -0.54 -3.49  0.301
H31 -5.88 -0.49 -3.22  0.516
H32 -6.36 1.70 -3.74  0.386
H33 -7.22 3.87 -4.10  0.364
H34 -6.06 5.17 -3.78  0.347
H35 -7.33 4.83 -2.62  0.375
H36 -4.97 4.87 -1.25  0.501
H37 -3.70 4.42 0.62  0.532
H38 -2.21 3.84 -0.11  0.335
H39 -3.09 2.84 1.04  0.299
H40 -3.23 -2.35 -1.43  0.041
H41 -1.67 -3.19 -1.40  0.243
H42 -2.79 -3.41 -2.75  0.638
H43 -1.31 -2.88 -4.40  0.424
H44 -0.01 -2.33 -6.36  0.389
H45 0.71 -0.72 -6.54  0.409
H46 -0.96 -0.99 -7.00  0.434
H47 -0.13 1.16 -5.05  0.482
H48 -0.25 2.73 -3.42  0.513
H49 -0.50 2.33 -1.74  0.342
H50 -1.89 2.71 -2.79  0.440



Record 4
Here is a molecular structure, C50H51N8O3TeTi from OMol25. Energies are from wB97M-V/def2-TZVPD.

## Properties
Orbital gap in eV: 6.487
ΔE to the lowest compared entry with this formula, charge and spin in kcal/mol: 0.0
LUMO in eV: -2.82
Total charge: +1

Each line ends with the Mulliken charge.
Element x y z (Å)
Ti1 -1.74 0.63 0.79  -0.026
C1 -4.26 2.62 -0.04  -0.367
N1 -2.95 2.95 0.53  0.347
C2 -3.20 3.84 1.70  -0.777
C3 -3.78 3.12 2.88  0.007
C4 -5.14 3.12 3.16  -0.418
C5 -5.59 2.39 4.25  -0.647
C6 -4.67 1.71 5.03  -0.743
C7 -3.33 1.79 4.68  -0.419
N2 -2.89 2.48 3.64  -0.163
C8 -2.15 3.72 -0.43  -1.859
C9 -1.60 2.91 -1.57  1.336
C10 -1.45 3.44 -2.83  -1.089
C11 -0.81 2.68 -3.81  -1.131
C12 -0.35 1.42 -3.48  -0.992
C13 -0.56 0.95 -2.20  -0.124
N3 -1.17 1.68 -1.26  1.019
C14 -4.25 1.51 -1.06  0.075
C15 -5.14 1.51 -2.12  -1.128
C16 -5.19 0.40 -2.96  -0.829
C17 -4.34 -0.67 -2.70  -0.975
C18 -3.47 -0.58 -1.63  -0.355
N4 -3.43 0.48 -0.82  1.277
H1 -4.74 3.51 -0.47  0.517
H2 -4.90 2.29 0.79  0.185
H3 -3.86 4.67 1.38  0.562
H4 -2.24 4.27 2.01  0.540
H5 -5.83 3.68 2.54  0.484
H6 -6.65 2.37 4.50  0.450
H7 -4.98 1.13 5.89  0.493
H8 -2.57 1.28 5.27  0.573
H9 -1.30 4.14 0.11  0.562
H10 -2.73 4.57 -0.83  0.420
H11 -1.81 4.43 -3.05  0.560
H12 -0.67 3.08 -4.81  0.453
H13 0.16 0.80 -4.20  0.492
H14 -0.25 -0.04 -1.89  0.117
H15 -5.78 2.37 -2.29  0.556
H16 -5.87 0.38 -3.79  0.451
H17 -4.35 -1.55 -3.32  0.538
H18 -2.77 -1.37 -1.39  0.147
O1 -0.22 0.83 4.70  -0.663
C19 -0.38 0.85 3.50  -0.730
N5 -1.32 0.16 2.77  1.542
C20 -1.91 -0.92 3.40  -0.564
O2 -1.47 -1.59 4.29  -0.622
C21 -3.28 -1.18 2.85  0.722
C22 -4.10 -2.10 3.49  -0.977
C23 -5.41 -2.24 3.05  -0.657
C24 -5.83 -1.44 2.00  -1.193
C25 -4.93 -0.58 1.41  -0.296
N6 -3.66 -0.44 1.81  1.317
C26 0.47 1.73 2.64  0.122
C27 1.57 2.36 3.19  -0.544
C28 2.37 3.13 2.38  -0.832
C29 2.04 3.23 1.04  -0.897
C30 0.92 2.57 0.57  -0.790
N7 0.12 1.83 1.35  1.353
H19 -3.68 -2.67 4.31  0.614
H20 -6.08 -2.94 3.53  0.470
H21 -6.85 -1.48 1.64  0.541
H22 -5.26 0.02 0.57  0.249
H23 1.76 2.21 4.25  0.645
H24 3.25 3.63 2.78  0.481
H25 2.65 3.80 0.35  0.528
H26 0.68 2.63 -0.48  0.731
C31 -0.83 -3.24 0.27  -1.451
C32 -0.31 -1.90 0.70  0.199
O3 0.66 -1.77 1.42  -0.436
N8 -1.01 -0.80 0.23  1.200
Te1 2.76 -0.22 -0.98  0.605
C33 4.86 -0.14 -1.26  0.063
C34 5.44 -0.45 -2.50  0.698
C35 4.63 -0.88 -3.69  -1.163
C36 6.82 -0.35 -2.64  -0.967
C37 7.64 0.06 -1.60  0.534
C38 9.13 0.16 -1.77  -1.574
C39 7.05 0.37 -0.38  -0.839
C40 5.67 0.28 -0.19  1.263
C41 5.14 0.65 1.17  -1.852
C42 2.46 -2.30 -1.33  0.228
C43 1.75 -2.75 -2.44  1.036
C44 1.13 -1.84 -3.48  -1.571
C45 1.58 -4.12 -2.63  -1.186
C46 2.08 -5.05 -1.73  0.952
C47 1.89 -6.53 -1.94  -1.701
C48 2.77 -4.58 -0.62  -1.094
C49 2.96 -3.22 -0.39  1.006
C50 3.70 -2.79 0.84  -1.306
H27 -0.36 -3.51 -0.68  0.127
H28 -1.92 -3.22 0.14  0.271
H29 -0.56 -4.00 1.01  0.405
H30 3.81 -0.18 -3.87  0.136
H31 4.19 -1.87 -3.53  0.124
H32 5.25 -0.92 -4.58  0.431
H33 7.27 -0.60 -3.60  0.319
H34 9.42 0.00 -2.81  0.350
H35 9.64 -0.59 -1.16  0.321
H36 9.50 1.14 -1.46  0.366
H37 7.67 0.70 0.44  0.454
H38 5.88 0.45 1.94  0.467
H39 4.23 0.11 1.42  0.164
H40 4.90 1.72 1.21  0.309
H41 1.57 -0.85 -3.45  -0.062
H42 0.05 -1.74 -3.31  0.401
H43 1.27 -2.26 -4.48  0.527
H44 1.03 -4.47 -3.50  0.327
H45 1.31 -6.73 -2.84  0.381
H46 1.37 -6.98 -1.09  0.357
H47 2.85 -7.03 -2.04  0.360
H48 3.16 -5.29 0.10  0.416
H49 3.97 -3.65 1.45  0.485
H50 3.06 -2.13 1.44  0.071
H51 4.61 -2.24 0.59  0.182



Question: Which value of total charge does entry 1 give?
Answer: -1